# 1
{"formula": "C36H64O3P3PdS2", "method": "ωB97M-V/def2-TZVPD", "elements": ["Pd", "C", "C", "O", "P", "S", "S", "O", "C", "C", "H", "H", "H", "H", "H", "H", "H", "H", "H", "H", "C", "C", "C", "C", "C", "C", "C", "C", "C", "C", "C", "C", "C", "C", "C", "C", "C", "C", "C", "C", "C", "P", "C", "C", "C", "C", "C", "C", "C", "C", "H", "H", "H", "H", "H", "H", "H", "H", "H", "H", "H", "H", "H", "H", "H", "H", "H", "H", "H", "H", "H", "H", "H", "H", "H", "H", "H", "H", "H", "H", "H", "H", "H", "H", "H", "H", "H", "H", "H", "H", "H", "H", "H", "H", "H", "C", "P", "C", "C", "O", "H", "H", "H", "H", "H", "H", "H", "H", "H"], "coordinates": [[0.22, -0.23, 0.10], [0.61, -4.17, 4.88], [0.31, -2.69, 4.76], [1.14, -1.96, 3.77], [1.50, -2.27, 2.31], [2.24, -1.59, 0.23], [-0.23, -2.40, 1.21], [2.13, -3.71, 2.40], [2.63, -4.53, 1.31], [3.02, -5.87, 1.87], [0.09, -4.55, 5.76], [1.68, -4.34, 5.00], [0.27, -4.72, 4.01], [0.53, -2.18, 5.69], [-0.73, -2.52, 4.48], [3.49, -4.03, 0.86], [1.84, -4.62, 0.55], [3.76, -5.75, 2.67], [3.46, -6.48, 1.08], [2.15, -6.40, 2.27], [-2.78, -0.59, 3.46], [-1.76, 0.52, 3.69], [-2.41, 1.72, 4.40], [-1.11, 1.00, 2.42], [0.28, 1.07, 2.33], [0.97, 1.76, 1.32], [2.38, 2.22, 1.74], [3.33, 1.08, 2.12], [3.10, 3.20, 0.82], [0.19, 2.21, 0.20], [-1.25, 2.17, 0.29], [-1.85, 1.57, 1.38], [-2.13, 2.97, -0.65], [-2.48, 4.30, 0.05], [-3.43, 2.26, -1.04], [0.74, 2.89, -1.01], [0.76, 4.28, -1.05], [1.04, 4.97, -2.22], [1.23, 4.26, -3.40], [1.24, 2.88, -3.37], [1.04, 2.18, -2.18], [1.27, 0.37, -2.16], [3.05, 0.05, -2.75], [3.25, -1.47, -2.89], [3.99, 0.60, -1.69], [3.40, 0.73, -4.08], [0.01, -0.43, -3.33], [-1.28, 0.37, -3.13], [-0.20, -1.86, -2.82], [0.39, -0.45, -4.81], [-3.10, -1.01, 4.41], [-2.34, -1.39, 2.85], [-3.66, -0.21, 2.94], [-0.97, 0.13, 4.34], [-3.23, 2.12, 3.80], [-1.69, 2.52, 4.57], [-2.81, 1.41, 5.36], [0.85, 0.76, 3.21], [2.17, 2.76, 2.67], [3.62, 0.51, 1.24], [2.89, 0.39, 2.84], [4.23, 1.50, 2.56], [3.21, 2.81, -0.19], [4.10, 3.39, 1.22], [2.59, 4.16, 0.77], [-2.93, 1.60, 1.46], [-1.58, 3.20, -1.56], [-3.09, 4.11, 0.93], [-3.05, 4.93, -0.63], [-1.59, 4.85, 0.36], [-4.17, 2.32, -0.24], [-3.26, 1.21, -1.28], [-3.86, 2.75, -1.92], [0.54, 4.84, -0.14], [1.06, 6.05, -2.21], [1.38, 4.79, -4.33], [1.37, 2.34, -4.30], [2.95, -2.00, -1.99], [4.32, -1.66, -3.03], [2.73, -1.89, -3.74], [3.78, 0.19, -0.71], [3.94, 1.69, -1.64], [5.02, 0.34, -1.95], [2.72, 0.49, -4.89], [4.39, 0.38, -4.36], [3.46, 1.81, -3.97], [-1.55, 0.39, -2.07], [-2.09, -0.10, -3.69], [-1.18, 1.40, -3.48], [-0.57, -1.86, -1.80], [0.72, -2.45, -2.86], [-0.94, -2.36, -3.45], [0.52, 0.55, -5.22], [-0.44, -0.91, -5.35], [1.27, -1.05, -5.01], [-3.58, -3.18, 0.58], [-3.54, -1.66, -0.39], [-3.88, -2.17, -2.09], [-5.01, -0.74, 0.11], [-2.26, -0.88, -0.26], [-4.45, -3.77, 0.31], [-3.62, -2.94, 1.64], [-2.67, -3.76, 0.38], [-4.88, -2.61, -2.15], [-3.14, -2.90, -2.42], [-3.84, -1.29, -2.73], [-5.86, -1.42, 0.15], [-5.22, 0.04, -0.62], [-4.87, -0.29, 1.09]], "total_charge": 2, "homo_energy_ev": [-13.21, -13.48], "e_above_lowest_kcal_mol": 18.6, "lumo_energy_ev": [-7.29, -7.51], "spin_multiplicity": 2, "homo_lumo_gap_ha": [0.2175, 0.2194]}


# 2
{"formula": "C36H65B2Br20Cl2N2O4", "method": "ωB97M-V/def2-TZVPD", "elements": ["C", "C", "B", "O", "C", "C", "C", "C", "Cl", "C", "C", "Cl", "C", "C", "C", "C", "C", "O", "C", "C", "O", "C", "N", "B", "N", "O", "H", "H", "H", "H", "H", "H", "H", "H", "H", "H", "H", "H", "H", "H", "H", "H", "H", "H", "H", "H", "H", "H", "H", "H", "H", "Br", "C", "C", "Br", "H", "H", "H", "H", "Br", "C", "C", "Br", "H", "H", "H", "H", "Br", "C", "C", "Br", "H", "H", "H", "H", "Br", "C", "C", "Br", "H", "H", "H", "H", "Br", "C", "C", "Br", "H", "H", "H", "H", "Br", "C", "C", "Br", "H", "H", "H", "H", "Br", "C", "C", "Br", "H", "H", "H", "H", "Br", "C", "C", "Br", "H", "H", "H", "H", "Br", "C", "C", "Br", "H", "H", "H", "H", "Br", "C", "C", "Br", "H", "H", "H", "H"], "coordinates": [[-2.29, 3.86, 5.28], [-3.70, 3.26, 5.54], [-4.54, 3.10, 4.22], [-5.77, 3.69, 4.11], [-3.99, 2.24, 2.98], [-3.36, 0.99, 3.21], [-2.94, 0.17, 2.13], [-2.32, -1.17, 2.38], [-0.63, -1.14, 2.80], [-2.95, -2.34, 2.27], [-2.37, -3.70, 2.50], [-4.63, -2.30, 1.82], [-3.15, 0.63, 0.81], [-2.80, -0.16, -0.44], [-1.93, 0.61, -1.47], [-0.59, -0.09, -1.80], [0.64, 0.58, -1.14], [1.18, -0.19, -0.06], [1.88, -1.28, -0.52], [1.30, -2.63, -0.20], [2.90, -1.16, -1.15], [-3.75, 1.88, 0.65], [-4.14, 2.64, 1.69], [-4.78, 3.99, 1.37], [-6.22, 4.19, 1.27], [-3.91, 4.98, 1.16], [-1.53, 3.19, 5.69], [-2.08, 4.04, 4.22], [-2.19, 4.79, 5.84], [-3.60, 2.26, 5.99], [-4.25, 3.87, 6.26], [-6.30, 3.60, 4.91], [-3.20, 0.65, 4.23], [-1.30, -3.71, 2.28], [-2.90, -4.42, 1.88], [-2.53, -4.00, 3.54], [-2.38, -1.12, -0.14], [-3.76, -0.39, -0.92], [-1.74, 1.62, -1.11], [-2.52, 0.69, -2.39], [-0.63, -1.13, -1.44], [-0.45, -0.16, -2.88], [0.38, 1.56, -0.72], [1.43, 0.74, -1.89], [0.22, -2.59, -0.02], [1.51, -3.29, -1.04], [1.75, -3.02, 0.72], [-3.92, 2.27, -0.36], [-6.66, 4.19, 2.18], [-6.68, 3.51, 0.67], [-4.41, 5.79, 0.93], [-1.38, -0.22, 6.60], [0.01, -1.53, 7.01], [-0.57, -2.90, 7.22], [-1.45, -3.06, 8.95], [0.54, -1.16, 7.88], [0.67, -1.53, 6.14], [0.23, -3.65, 7.22], [-1.31, -3.17, 6.47], [-2.90, 3.65, -3.05], [-1.67, 3.70, -4.56], [-0.23, 3.55, -4.13], [0.44, 5.18, -3.33], [-1.85, 4.64, -5.08], [-1.96, 2.87, -5.20], [0.40, 3.35, -4.99], [-0.11, 2.76, -3.39], [4.31, -7.79, -1.67], [3.34, -6.64, -2.89], [2.68, -5.50, -2.16], [1.09, -6.10, -1.19], [2.63, -7.26, -3.42], [4.08, -6.26, -3.59], [2.32, -4.74, -2.85], [3.33, -5.04, -1.42], [0.12, 2.05, 2.59], [1.30, 3.54, 3.01], [0.73, 4.85, 2.54], [0.89, 5.07, 0.61], [2.26, 3.31, 2.56], [1.40, 3.54, 4.09], [1.28, 5.69, 2.97], [-0.32, 4.96, 2.77], [2.08, -4.87, 5.87], [2.08, -6.67, 6.62], [0.88, -7.45, 6.17], [-0.73, -6.85, 7.08], [2.13, -6.56, 7.70], [3.00, -7.14, 6.27], [0.99, -8.50, 6.41], [0.69, -7.34, 5.10], [7.37, -6.03, 0.72], [7.35, -7.80, 1.52], [5.95, -8.23, 1.89], [5.31, -7.31, 3.48], [8.01, -7.77, 2.38], [7.76, -8.47, 0.77], [5.92, -9.29, 2.12], [5.23, -8.01, 1.10], [1.31, -2.54, -4.84], [2.60, -1.16, -4.37], [2.03, 0.23, -4.52], [1.91, 0.79, -6.37], [3.47, -1.32, -5.00], [2.86, -1.35, -3.33], [2.69, 0.95, -4.03], [1.04, 0.31, -4.10], [1.78, 7.69, 4.41], [0.55, 8.61, 3.22], [-0.70, 9.05, 3.94], [-1.89, 7.54, 4.28], [0.33, 7.93, 2.40], [1.10, 9.47, 2.84], [-1.27, 9.74, 3.33], [-0.49, 9.50, 4.91], [0.79, 2.30, -9.50], [2.13, 3.63, -9.04], [1.59, 5.03, -9.17], [1.44, 5.59, -11.03], [2.98, 3.46, -9.69], [2.41, 3.43, -8.01], [2.26, 5.74, -8.70], [0.60, 5.13, -8.73], [1.32, -0.78, -12.32], [0.54, -2.34, -11.45], [0.37, -2.13, -9.97], [2.07, -2.26, -9.02], [1.19, -3.18, -11.68], [-0.43, -2.48, -11.93], [-0.26, -2.90, -9.55], [-0.04, -1.15, -9.73]], "total_charge": 1, "homo_energy_ev": -11.10, "lumo_energy_ev": -3.55, "homo_lumo_gap_ha": 0.2776}